Below is a structure of composition CF2Hg at a distorted geometry, with properties calculated with ωB97M-V with the def2-TZVPD basis set.

```
4
Properties=species:S:1:pos:R:3:mulliken_charge:R:1
C -0.338 0.304 0.680 -0.04
F -0.266 -1.142 -0.985 -0.67
Hg 1.461 -0.665 0.060 -0.15
F -0.857 1.503 0.246 -0.14
```

The value obtained for the HOMO energy (spin up / spin down) is -2.113 / -2.620 eV. Its charge is -1. Its total energy is -10642.793 eV. As for the spin multiplicity: 2. The maximum force is 4.3 eV Å⁻¹. The value obtained for the HOMO-LUMO gap (spin up / spin down) is 6.4 / 6.6 eV.